Formula: C4H8N3OS
Source: the OMol25 dataset
Level of theory: the ωB97M-V functional and the def2-TZVPD basis

Frontier orbital gap ... 6.469 eV
SMILES ... CC1=C([S-])N(O)NN1C
HOMO energy ... -2.684 eV
Net charge ... -1

Geometry (Å):
S 3.072 1.044 -0.856
O 3.133 -1.609 0.110
N -0.132 -0.670 0.846
N 1.801 -1.275 -0.236
N 0.906 -1.646 0.931
C -1.094 -1.057 -0.120
C -0.231 1.732 0.399
C 1.704 0.175 -0.341
C 0.500 0.464 0.276
H -0.538 -1.223 -1.121
H 3.741 -0.875 -0.375
H -0.155 2.063 1.490
H 0.178 2.442 -0.337
H 1.365 -1.444 1.841
H -1.833 -0.145 -0.187
H -1.304 1.605 0.212
H -1.714 -1.961 0.152